Record 1
C4H6F3N3O2 | wB97M-V/def2-TZVPD

Last column: natural (NBO) charge in e.
CARTESIAN COORDINATES (ANGSTROEM)
C: -1.53524 -0.34560 -0.47477  0.594
C: 1.29692 0.88303 1.18012  0.527
C: 2.05573 -0.36926 0.71503  0.689
C: -3.00439 -0.30213 -0.64251  -0.711
N: 1.54396 1.95702 0.51356  -0.141
N: 2.54917 0.20194 -0.48278  -0.387
N: -0.85798 -0.01235 0.57971  -0.748
O: -1.03671 -0.75777 -1.65915  -0.686
O: 2.39882 1.57523 -0.48803  -0.197
F: 0.69656 0.94001 2.35096  -0.285
F: 2.88292 -0.85581 1.62149  -0.313
F: 1.29899 -1.46972 0.45184  -0.329
H: -3.52207 -0.82788 0.28191  0.238
H: -3.24596 0.69977 -0.86471  0.240
H: -3.24942 -0.79392 -1.63879  0.244
H: -0.06313 -0.87149 -1.70094  0.504
H: 3.36445 -0.06415 -1.00016  0.403
H: -1.57262 0.41308 1.25721  0.358

## Properties
HOMO level ... -9.242 eV
Calculated total energy ... -770.2176 Eh
SMILES ... FC1=NONC1(F)F.[H]/N=C(\C)O
Total charge ... 0
Energy relative to the best compared isomer or geometry (same formula, charge and spin) ... 19.93 kcal per mole

=====

Record 2
C15H31NO11P2 | wB97M-V/def2-TZVPD

Last column: natural (NBO) charge in e.
CARTESIAN COORDINATES (ANGSTROEM)
N: 4.40812 7.48257 0.51620  -1.124
P: 4.34173 5.74219 0.03698  1.158
O: 4.91431 5.52512 -1.59671  -0.989
C: 2.49201 5.26969 0.08381  -0.261
O: 2.09243 3.91574 0.55330  -0.511
C: 0.62089 3.94519 0.26037  0.966
O: -0.41832 3.79502 1.09590  -0.518
O: 0.63632 4.24870 -1.20017  -0.523
C: 1.56192 5.42354 -1.25768  -0.232
P: 0.29235 6.87662 -0.98946  1.330
O: 0.62906 8.11784 -1.95847  -1.054
H: 5.40430 7.82792 0.46040  0.404
H: 3.82708 8.05325 -0.16755  0.384
H: 5.90672 5.38584 -1.58125  0.509
H: 2.08849 5.95236 0.96156  0.225
H: 2.16922 5.59421 -2.24532  0.285
H: 0.35043 7.26335 0.41289  -0.037
H: -1.01646 6.38070 -1.36135  -0.011
O: -0.13080 -1.38611 0.76310  -0.613
C: -0.72927 -0.61652 0.01620  0.814
O: -1.91076 -0.97873 -0.53548  -0.510
C: -2.77572 -0.09269 -1.26955  -0.091
C: -2.35731 -0.00954 -2.72411  -0.635
C: -0.12084 0.69834 -0.37442  -0.751
H: -2.83342 0.88889 -0.78922  0.171
H: -3.78108 -0.52372 -1.21056  0.255
H: -1.34989 0.40142 -2.83086  0.199
H: -3.04961 0.62113 -3.28911  0.220
H: -2.34066 -1.00742 -3.17488  0.218
H: 0.57852 0.54078 -1.19821  0.247
H: 0.42111 1.09862 0.48916  0.246
H: -0.85066 1.45680 -0.65138  0.226
O: 5.97392 -4.99361 -1.37457  -0.580
C: 4.83756 -4.78996 -0.95562  0.796
O: 4.23931 -3.59247 -1.15452  -0.510
C: 2.85626 -3.31259 -0.87002  -0.065
C: 2.66896 -2.93231 0.58532  -0.651
C: 4.12727 -5.82669 -0.13569  -0.744
H: 2.21496 -4.14500 -1.17563  0.174
H: 2.57739 -2.46158 -1.50092  0.195
H: 2.95153 -3.74901 1.25489  0.199
H: 1.62644 -2.66761 0.78367  0.258
H: 3.30502 -2.07876 0.84245  0.215
H: 4.45700 -5.75232 0.90273  0.246
H: 4.38725 -6.81563 -0.52825  0.245
H: 3.04203 -5.75845 -0.18286  0.217
O: -4.71562 -1.95640 -0.32587  -0.609
C: -4.68401 -2.74044 0.61890  0.818
O: -5.83342 -3.18177 1.18062  -0.508
C: -5.91292 -4.23246 2.16134  -0.067
C: -5.68127 -3.68893 3.55727  -0.638
C: -3.37599 -3.15056 1.22922  -0.749
H: -5.23818 -5.05684 1.91102  0.179
H: -6.92912 -4.63677 2.09892  0.200
H: -4.68155 -3.25897 3.66162  0.211
H: -5.79685 -4.48027 4.30337  0.219
H: -6.39424 -2.88782 3.77892  0.221
H: -3.05183 -2.38306 1.93521  0.254
H: -2.63447 -3.24230 0.42832  0.265
H: -3.40564 -4.11850 1.72604  0.213

## Properties
HOMO level ... -9.412 eV
Calculated total energy ... -2155.1246 Eh
SMILES ... NP(O)[C@@H]1OC(=O)O[C@H]1[PH2]=O.CCOC(C)=O.CCOC(C)=O.CCOC(C)=O
Total charge ... 0
Energy relative to the best compared isomer or geometry (same formula, charge and spin) ... 103.49 kcal per mole

=====

Record 3
C20H27N3O5S | wB97M-V/def2-TZVPD

Last column: natural (NBO) charge in e.
CARTESIAN COORDINATES (ANGSTROEM)
C: 0.49021 4.17165 0.07420  -0.660
C: 0.46348 3.38956 1.38886  -0.053
O: 1.72650 3.11696 1.94280  -0.535
C: 2.46800 2.06891 1.35604  -0.062
C: 3.45578 2.53716 0.28148  -0.437
H: 4.07728 3.32822 0.70149  0.216
H: 2.91762 2.94041 -0.57667  0.206
C: 4.34653 1.38978 -0.19244  -0.227
N: 3.56205 0.34664 -0.81279  -0.626
C: 3.38899 -0.87046 -0.27030  0.331
N: 2.53134 -1.74052 -0.86979  -0.429
C: 2.30104 -3.03781 -0.26518  -0.256
H: 3.26790 -3.46637 0.01817  0.248
H: 1.85241 -3.68472 -1.01903  0.194
C: 1.41722 -2.98376 1.00598  -0.072
H: 1.03827 -1.95610 1.12885  0.160
H: 0.55911 -3.65345 0.90676  0.171
O: 2.08947 -3.40452 2.15408  -0.736
H: 2.89012 -2.85810 2.23856  0.488
C: 1.71663 -1.39179 -2.02158  -0.241
C: 0.40788 -0.74859 -1.62865  -0.144
C: -0.65848 -1.47365 -1.21270  -0.111
C: -1.87056 -0.85983 -0.78766  -0.060
C: -2.96655 -1.58253 -0.30623  -0.213
C: -4.11487 -0.93827 0.10101  0.195
C: -4.20186 0.46795 0.00478  0.332
C: -3.11683 1.19710 -0.44849  -0.301
C: -1.95131 0.54647 -0.83896  0.178
N: -0.86658 1.24631 -1.29290  -0.552
C: 0.32884 0.70352 -1.68166  0.636
O: 1.24138 1.43875 -2.04987  -0.671
H: -0.92898 2.25767 -1.33455  0.422
H: -3.19923 2.27116 -0.49762  0.226
O: -5.33160 1.14544 0.34392  -0.487
C: -6.47069 0.32455 0.51158  -0.099
C: -6.10564 -0.92908 1.30169  -0.099
H: -6.97127 -1.57781 1.43881  0.208
O: -5.14759 -1.68653 0.59359  -0.479
H: -5.70259 -0.63836 2.28128  0.183
H: -7.20930 0.92866 1.03956  0.207
H: -6.86478 0.03454 -0.47149  0.184
H: -2.92198 -2.65710 -0.23571  0.231
H: -0.60300 -2.55218 -1.18813  0.216
H: 2.27284 -0.72037 -2.68046  0.233
H: 1.51575 -2.31371 -2.57336  0.219
S: 4.26385 -1.34625 1.06854  -0.335
H: 2.87312 0.70650 -1.46893  0.431
H: 4.89483 0.95406 0.64586  0.242
H: 5.06559 1.76452 -0.92844  0.198
H: 1.78644 1.31185 0.94198  0.157
H: 3.02988 1.60854 2.17590  0.197
H: -0.09922 2.45017 1.25574  0.151
H: -0.04415 3.98739 2.15232  0.185
H: -0.51513 4.51397 -0.16486  0.200
H: 0.86516 3.56246 -0.74463  0.217
H: 1.13426 5.04060 0.18086  0.221

## Properties
HOMO level ... -7.959 eV
Calculated total energy ... -1716.9881 Eh
SMILES ... CCOCCCNC(=S)N(CCO)Cc1cc2cc3c(cc2[nH]c1=O)OCCO3
Total charge ... 0
Energy relative to the best compared isomer or geometry (same formula, charge and spin) ... 70.09 kcal per mole

=====

Record 4
C4H12NO3 | wB97M-V/def2-TZVPD

Last column: natural (NBO) charge in e.
CARTESIAN COORDINATES (ANGSTROEM)
C: 1.58099 -1.28199 -0.26221  -0.728
C: 0.57858 -0.20348 -0.08997  0.032
C: -0.85337 -0.51838 -0.58733  -0.535
C: -1.70838 0.70187 -0.03554  0.815
O: -1.13469 1.91923 -0.06691  -0.768
O: -2.84646 0.51911 0.24886  -0.529
N: 1.19581 0.86625 -1.25005  -0.757
H: 2.62876 -1.38403 0.37442  0.279
H: 1.24808 -2.17179 0.39465  0.273
H: 1.76986 -1.59743 -1.36699  0.240
H: 0.66351 0.38583 0.84637  0.273
H: -1.04209 -0.46733 -1.64026  0.246
H: -1.22299 -1.46069 -0.22194  0.274
H: -1.40045 2.65263 0.57429  0.544
H: 0.60579 1.86395 -1.37199  0.466
H: 2.15246 1.24824 -1.03655  0.445
H: 1.10415 0.48144 -2.12665  0.411
H: -1.09144 0.11660 2.94641  0.477
H: -1.32232 -1.25089 2.38118  0.491
O: -0.90579 -0.41915 2.29019  -0.950

## Properties
HOMO level ... -13.978 eV
Calculated total energy ... -439.7739 Eh
Total charge ... +1
Energy relative to the best compared isomer or geometry (same formula, charge and spin) ... 63.13 kcal per mole

=====

What did the fourth record say?
C4H12NO3 | wB97M-V/def2-TZVPD

Last column: natural (NBO) charge in e.
CARTESIAN COORDINATES (ANGSTROEM)
C: 1.58099 -1.28199 -0.26221  -0.728
C: 0.57858 -0.20348 -0.08997  0.032
C: -0.85337 -0.51838 -0.58733  -0.535
C: -1.70838 0.70187 -0.03554  0.815
O: -1.13469 1.91923 -0.06691  -0.768
O: -2.84646 0.51911 0.24886  -0.529
N: 1.19581 0.86625 -1.25005  -0.757
H: 2.62876 -1.38403 0.37442  0.279
H: 1.24808 -2.17179 0.39465  0.273
H: 1.76986 -1.59743 -1.36699  0.240
H: 0.66351 0.38583 0.84637  0.273
H: -1.04209 -0.46733 -1.64026  0.246
H: -1.22299 -1.46069 -0.22194  0.274
H: -1.40045 2.65263 0.57429  0.544
H: 0.60579 1.86395 -1.37199  0.466
H: 2.15246 1.24824 -1.03655  0.445
H: 1.10415 0.48144 -2.12665  0.411
H: -1.09144 0.11660 2.94641  0.477
H: -1.32232 -1.25089 2.38118  0.491
O: -0.90579 -0.41915 2.29019  -0.950

## Properties
HOMO level ... -13.978 eV
Calculated total energy ... -439.7739 Eh
Total charge ... +1
Energy relative to the best compared isomer or geometry (same formula, charge and spin) ... 63.13 kcal per mole